Record 1
{"formula": "C5H7NO", "method": "ωB97M-V/def2-TZVPD", "relative_energy_kj_mol": 240.4, "lumo_ev": 0.4, "e_homo_ev": -8.7, "gap_ev": 9.08, "symbols": ["C", "C", "C", "C", "C", "N", "O", "H", "H", "H", "H", "H", "H", "H"], "xyz": [[-2.48, 0.03, 0.32], [-1.56, -1.10, -0.14], [-0.38, -0.55, -0.23], [0.60, 0.31, -0.23], [1.96, -0.22, 0.04], [2.96, 0.71, 0.01], [2.18, -1.42, 0.10], [-2.27, 0.38, 1.34], [-3.50, -0.31, 0.23], [-2.36, 0.89, -0.36], [-1.89, -1.93, -0.77], [0.44, 1.32, -0.59], [3.89, 0.35, 0.17], [2.79, 1.67, 0.25]], "mulliken_charge": [-0.925, -0.410, 0.390, -0.492, 0.513, -0.407, -0.606, 0.294, 0.348, 0.245, 0.309, 0.282, 0.248, 0.212]}



Record 2
{"formula": "C5H7N", "method": "ωB97M-V/def2-TZVPD", "relative_energy_kj_mol": 505.0, "lumo_ev": 1.1, "e_homo_ev": -8.9, "gap_ev": 9.98, "symbols": ["C", "C", "C", "N", "C", "C", "H", "H", "H", "H", "H", "H", "H"], "xyz": [[1.20, -0.53, -0.26], [-0.12, -0.06, -0.88], [-1.20, -0.52, 0.10], [-0.77, 0.52, 1.05], [-0.02, 1.22, 0.02], [0.99, 0.49, 0.86], [1.33, -1.59, -0.01], [2.04, -0.20, -0.88], [-0.31, -0.10, -1.96], [-1.17, -1.55, 0.48], [-2.21, -0.25, -0.20], [-0.15, 2.27, -0.18], [0.38, 0.31, 1.85]], "mulliken_charge": [-0.523, -0.375, -0.392, -0.436, -0.089, -0.639, 0.304, 0.253, 0.461, 0.262, 0.268, 0.453, 0.454]}



Record 3
{"formula": "C38H57AgGeIN6PSi4Te", "method": "ωB97M-V/def2-TZVPD", "s_squared": 0.76, "charge": -1, "relative_energy_kj_mol": 57.6, "multiplicity": 2, "lumo_ev": [2.3, 1.1], "e_homo_ev": [-4.0, -4.0], "gap_ev": [6.27, 5.11], "symbols": ["Ag", "C", "N", "C", "C", "N", "C", "P", "C", "N", "C", "C", "N", "C", "C", "N", "C", "C", "N", "C", "H", "H", "H", "H", "H", "H", "H", "H", "H", "H", "H", "H", "H", "H", "H", "C", "Ge", "C", "C", "C", "C", "C", "C", "C", "C", "C", "C", "C", "C", "C", "C", "C", "C", "H", "H", "H", "H", "H", "H", "H", "H", "H", "H", "H", "H", "H", "H", "H", "I", "C", "Si", "C", "C", "Si", "Te", "Si", "C", "C", "C", "Si", "C", "C", "C", "H", "H", "H", "H", "H", "H", "H", "H", "H", "H", "H", "H", "H", "H", "H", "H", "H", "H", "H", "H", "H", "H", "H", "H", "H", "H", "H"], "xyz": [[-0.47, -0.91, 0.26], [-4.27, -3.78, 3.50], [-2.96, -3.30, 3.16], [-1.87, -3.24, 3.97], [-0.86, -2.69, 3.22], [-1.32, -2.42, 1.98], [-2.58, -2.80, 1.96], [-3.72, -2.63, 0.56], [-2.57, -3.35, -0.65], [-1.50, -4.01, -0.25], [-1.01, -4.63, -1.34], [-1.81, -4.38, -2.41], [-2.83, -3.59, -1.97], [-3.90, -3.08, -2.77], [-3.53, -0.82, 0.47], [-2.64, -0.15, 1.19], [-2.97, 1.15, 1.07], [-4.08, 1.28, 0.29], [-4.44, 0.02, -0.07], [-5.43, -0.31, -1.05], [-4.26, -4.15, 4.52], [-4.57, -4.58, 2.82], [-5.00, -2.97, 3.43], [-1.90, -3.59, 4.98], [0.15, -2.47, 3.50], [-0.13, -5.23, -1.27], [-1.74, -4.68, -3.44], [-4.21, -3.84, -3.49], [-3.58, -2.19, -3.30], [-4.74, -2.83, -2.12], [-2.37, 1.91, 1.55], [-4.63, 2.15, -0.03], [-6.24, 0.42, -1.02], [-5.82, -1.31, -0.84], [-4.97, -0.30, -2.05], [3.36, -1.80, 0.89], [1.77, -2.16, -0.29], [2.50, -1.49, -2.05], [1.74, -1.62, -3.21], [2.15, -1.07, -4.41], [3.36, -0.40, -4.48], [4.14, -0.27, -3.34], [3.69, -0.79, -2.14], [2.05, -4.17, -0.18], [1.61, -4.73, 1.00], [1.83, -6.07, 1.33], [2.52, -6.88, 0.48], [2.98, -6.38, -0.75], [3.67, -7.21, -1.66], [4.08, -6.74, -2.88], [3.81, -5.41, -3.23], [3.16, -4.58, -2.36], [2.73, -5.02, -1.10], [4.24, -2.29, 0.49], [3.20, -2.18, 1.90], [3.55, -0.73, 0.97], [0.80, -2.17, -3.16], [1.52, -1.15, -5.28], [3.70, 0.03, -5.42], [5.09, 0.25, -3.39], [4.29, -0.66, -1.25], [1.06, -4.10, 1.69], [1.45, -6.46, 2.27], [2.72, -7.92, 0.73], [3.85, -8.24, -1.38], [4.58, -7.39, -3.58], [4.12, -5.03, -4.20], [2.95, -3.56, -2.64], [-1.57, -0.21, -2.31], [-2.50, 3.99, -1.38], [-1.76, 4.65, 0.26], [-3.17, 4.75, 1.56], [-1.44, 6.51, -0.10], [0.30, 3.70, 0.94], [0.83, 1.32, 1.45], [1.91, 4.51, -0.57], [1.32, 4.34, -2.38], [3.56, 3.57, -0.40], [2.33, 6.36, -0.30], [0.69, 4.55, 3.10], [-0.51, 3.76, 4.36], [2.46, 4.15, 3.69], [0.47, 6.44, 3.30], [-3.52, 4.33, -1.54], [-2.50, 2.90, -1.41], [-1.91, 4.33, -2.22], [-4.03, 5.30, 1.18], [-2.82, 5.29, 2.44], [-3.52, 3.78, 1.89], [-2.36, 7.05, -0.30], [-0.79, 6.63, -0.96], [-0.96, 6.99, 0.75], [0.97, 3.34, -2.58], [2.12, 4.55, -3.10], [0.51, 5.03, -2.60], [3.42, 2.52, -0.62], [3.93, 3.64, 0.62], [4.33, 3.95, -1.06], [1.45, 6.98, -0.40], [3.07, 6.72, -1.01], [2.73, 6.52, 0.70], [-0.45, 2.68, 4.30], [-1.54, 4.04, 4.15], [-0.30, 4.05, 5.39], [2.65, 3.09, 3.59], [2.64, 4.42, 4.73], [3.19, 4.67, 3.09], [-0.56, 6.73, 3.16], [1.07, 6.97, 2.56], [0.78, 6.79, 4.28]], "mulliken_charge": [1.217, -0.889, 0.166, -0.796, -1.231, 1.272, -0.091, -0.834, 0.073, 0.078, -0.502, -0.814, 0.387, -0.769, -0.108, -0.204, -0.623, -0.271, 0.409, -0.967, 0.329, 0.335, 0.327, 0.436, 0.585, 0.548, 0.478, 0.372, 0.215, 0.224, 0.269, 0.464, 0.371, 0.376, 0.255, -1.620, 0.675, -0.473, 0.168, -0.999, -0.475, -0.772, -0.051, -1.077, 0.403, -0.885, -0.944, 1.024, -0.907, -0.482, -0.962, -0.189, 1.175, 0.444, 0.328, 0.447, 0.531, 0.424, 0.380, 0.376, 0.350, 0.093, 0.430, 0.332, 0.371, 0.376, 0.460, 0.410, -0.770, -0.641, 0.374, -1.230, -1.148, 0.111, -0.670, 0.458, -1.145, -0.801, -1.116, 0.240, -1.054, -1.058, -1.078, 0.326, -0.078, 0.346, 0.438, 0.329, 0.346, 0.426, 0.256, 0.259, 0.360, 0.403, 0.279, 0.053, 0.253, 0.369, 0.307, 0.398, 0.258, 0.257, 0.258, 0.373, 0.296, 0.360, 0.251, 0.290, 0.275, 0.389]}



Record 4
{"formula": "C7H18IN2O3", "method": "ωB97M-V/def2-TZVPD", "s_squared": 0.75, "relative_energy_kj_mol": 7.5, "multiplicity": 2, "lumo_ev": [0.6, -3.8], "e_homo_ev": [-9.5, -9.5], "gap_ev": [10.11, 5.70], "symbols": ["I", "C", "C", "C", "O", "H", "H", "H", "H", "H", "H", "H", "H", "O", "C", "N", "C", "H", "H", "H", "H", "H", "O", "C", "N", "C", "H", "H", "H", "H", "H"], "xyz": [[0.68, -0.60, 1.32], [-3.66, -1.41, 1.52], [-3.07, -2.25, 0.41], [-2.87, -1.37, -0.86], [-1.81, -2.76, 0.80], [-3.11, -0.47, 1.65], [-3.93, -1.90, 2.46], [-4.67, -1.07, 1.30], [-3.71, -3.08, 0.14], [-2.49, -1.84, -1.77], [-2.27, -0.48, -0.65], [-3.77, -0.92, -1.28], [-1.16, -2.06, 0.89], [0.86, 3.41, -0.13], [-0.39, 3.49, -0.12], [-1.09, 2.38, 0.00], [-1.16, 4.75, -0.43], [-2.09, 2.48, -0.03], [-0.60, 1.51, 0.19], [-0.59, 5.31, -1.16], [-1.33, 5.26, 0.51], [-2.11, 4.44, -0.88], [4.60, -0.14, 0.78], [4.83, -1.16, 0.13], [4.00, -2.16, 0.23], [5.78, -1.13, -1.11], [3.08, -1.90, 0.55], [4.03, -3.03, -0.28], [5.85, -2.12, -1.57], [6.78, -0.81, -0.81], [5.42, -0.38, -1.82]], "mulliken_charge": [0.197, -1.143, 0.423, -0.867, -0.390, 0.215, 0.340, 0.373, 0.267, 0.327, 0.008, 0.381, 0.032, -0.645, 0.707, -0.113, -0.952, 0.154, -0.106, 0.282, 0.245, 0.324, -0.603, 0.670, -0.313, -0.854, 0.034, 0.198, 0.301, 0.263, 0.245]}



Record 5
{"formula": "C2H2N2O3", "method": "ωB97M-V/def2-TZVPD", "relative_energy_kj_mol": 405.8, "lumo_ev": -0.5, "e_homo_ev": -10.3, "gap_ev": 9.71, "symbols": ["C", "C", "N", "N", "O", "O", "O", "H", "H"], "xyz": [[-2.18, 0.00, -0.04], [1.69, 0.58, 0.28], [-0.83, 0.41, -0.14], [0.15, -0.26, 0.27], [0.28, -1.29, 0.80], [-3.03, 0.44, 0.65], [2.56, 0.04, 0.82], [-2.37, -0.82, -0.76], [1.63, 1.71, -0.07]], "mulliken_charge": [0.134, 0.136, -0.511, 0.878, -0.579, -0.410, -0.274, 0.302, 0.324]}



Record 6
{"formula": "CH3N4O2S", "method": "ωB97M-V/def2-TZVPD", "charge": -1, "relative_energy_kj_mol": 203.9, "lumo_ev": [3.8, 3.8], "e_homo_ev": [-3.4, -3.4], "gap_ev": [7.18, 7.19], "symbols": ["C", "N", "N", "N", "N", "O", "O", "S", "H", "H", "H"], "xyz": [[-1.50, 0.53, 0.33], [1.09, 1.23, -1.39], [1.33, 0.52, -0.42], [-0.34, -0.64, 0.38], [0.18, -1.30, 1.32], [-1.79, 0.57, -0.83], [-1.77, 1.03, 1.35], [2.61, 0.25, 0.46], [0.19, 1.14, -1.71], [-0.51, -1.09, -0.66], [0.51, -2.23, 1.17]], "mulliken_charge": [0.660, -0.919, 0.535, 0.430, -0.842, -0.665, -0.559, -0.435, 0.307, 0.300, 0.187]}



Record 7
{"formula": "C6H12O", "method": "ωB97M-V/def2-TZVPD", "relative_energy_kj_mol": 155.0, "lumo_ev": 1.0, "e_homo_ev": -9.7, "gap_ev": 10.72, "symbols": ["C", "O", "C", "C", "C", "C", "C", "H", "H", "H", "H", "H", "H", "H", "H", "H", "H", "H", "H"], "xyz": [[1.96, 0.57, 1.17], [1.94, 0.03, -0.13], [0.87, -0.84, -0.41], [-0.49, -0.15, -0.38], [-0.44, 1.28, -0.88], [-1.69, -1.00, -0.71], [-1.47, -0.53, 0.70], [2.38, -0.13, 1.89], [0.97, 0.88, 1.52], [2.60, 1.46, 1.13], [1.07, -1.19, -1.43], [0.87, -1.72, 0.25], [0.30, 1.36, -1.68], [-0.14, 1.98, -0.09], [-1.41, 1.62, -1.27], [-1.55, -2.05, -0.93], [-2.48, -0.53, -1.28], [-1.16, -1.27, 1.43], [-2.13, 0.24, 1.10]], "mulliken_charge": [-0.690, -0.341, -0.691, 1.218, -1.505, -0.790, -0.788, 0.280, 0.296, 0.224, 0.285, 0.391, 0.361, 0.272, 0.434, 0.261, 0.254, 0.242, 0.286]}



Record 8
{"formula": "C38H55MnN4Sb", "method": "ωB97M-V/def2-TZVPD", "s_squared": 0.79, "charge": 2, "multiplicity": 2, "lumo_ev": [-5.7, -5.7], "e_homo_ev": [-13.0, -12.9], "gap_ev": [7.27, 7.19], "symbols": ["Mn", "C", "C", "C", "C", "C", "C", "N", "C", "C", "C", "C", "C", "N", "C", "C", "C", "C", "C", "C", "N", "H", "H", "H", "H", "H", "H", "H", "H", "H", "H", "H", "H", "H", "H", "H", "C", "C", "C", "C", "Sb", "C", "C", "C", "C", "C", "C", "C", "C", "H", "H", "H", "H", "H", "H", "H", "H", "H", "H", "H", "H", "H", "H", "H", "H", "H", "H", "H", "H", "H", "H", "H", "H", "H", "H", "H", "C", "N", "C", "C", "C", "C", "C", "C", "C", "C", "H", "H", "H", "H", "H", "H", "H", "H", "H", "H", "H", "H", "H"], "xyz": [[0.25, -0.84, -0.39], [3.08, -0.18, -2.27], [3.33, -0.34, -0.80], [4.64, -0.34, -0.32], [4.87, -0.59, 1.02], [3.79, -0.83, 1.86], [2.51, -0.78, 1.33], [2.29, -0.54, 0.01], [1.30, -0.94, 2.19], [1.28, -1.01, 3.58], [0.05, -1.09, 4.22], [-1.12, -1.09, 3.49], [-1.04, -1.02, 2.11], [0.16, -0.96, 1.51], [-2.16, -1.02, 1.13], [-3.49, -1.13, 1.50], [-4.46, -1.05, 0.51], [-4.08, -0.86, -0.81], [-2.72, -0.80, -1.12], [-2.23, -0.70, -2.53], [-1.79, -0.88, -0.17], [3.41, 0.79, -2.64], [2.03, -0.30, -2.50], [3.64, -0.94, -2.83], [5.45, -0.16, -1.00], [5.88, -0.61, 1.41], [3.94, -1.04, 2.91], [2.20, -0.98, 4.16], [0.02, -1.13, 5.30], [-2.08, -1.14, 3.99], [-3.76, -1.24, 2.54], [-5.51, -1.11, 0.77], [-4.82, -0.79, -1.59], [-3.00, -0.32, -3.21], [-1.92, -1.68, -2.90], [-1.37, -0.03, -2.58], [0.61, 2.36, -3.26], [0.88, 3.24, -2.03], [2.38, 3.28, -1.74], [0.39, 4.66, -2.32], [-0.10, 2.26, -0.32], [0.78, 3.24, 1.45], [1.00, 4.74, 1.27], [-0.17, 2.99, 2.62], [2.12, 2.58, 1.77], [-2.14, 3.14, -0.36], [-2.99, 2.41, 0.68], [-2.20, 4.63, -0.05], [-2.72, 2.88, -1.75], [1.18, 2.74, -4.11], [-0.45, 2.37, -3.54], [0.90, 1.32, -3.10], [2.92, 3.52, -2.66], [2.76, 2.32, -1.37], [2.63, 4.04, -1.00], [1.01, 5.08, -3.12], [0.47, 5.32, -1.46], [-0.64, 4.67, -2.67], [0.10, 5.28, 1.00], [1.77, 4.96, 0.54], [1.35, 5.15, 2.23], [-1.08, 3.58, 2.54], [0.32, 3.29, 3.56], [-0.45, 1.93, 2.72], [2.83, 2.64, 0.94], [2.00, 1.54, 2.05], [2.58, 3.10, 2.63], [-2.70, 2.66, 1.70], [-2.94, 1.33, 0.56], [-4.04, 2.70, 0.55], [-1.81, 4.87, 0.94], [-3.25, 4.94, -0.05], [-1.67, 5.24, -0.79], [-2.72, 1.82, -2.01], [-2.19, 3.43, -2.52], [-3.76, 3.23, -1.77], [-1.27, -6.33, -0.26], [-1.81, -5.03, 0.23], [-2.37, -4.23, -0.89], [-0.80, -4.21, 1.06], [0.50, -4.01, 0.34], [1.43, -5.04, 0.52], [2.59, -5.11, -0.24], [2.77, -4.16, -1.23], [1.86, -3.12, -1.35], [0.73, -2.93, -0.53], [-2.08, -6.89, -0.71], [-0.85, -6.88, 0.57], [-0.49, -6.13, -0.99], [-2.57, -5.25, 0.86], [-1.53, -3.85, -1.48], [-2.94, -3.40, -0.48], [-3.01, -4.86, -1.50], [-0.67, -4.78, 1.98], [-1.33, -3.29, 1.29], [1.24, -5.81, 1.27], [3.31, -5.90, -0.08], [3.63, -4.21, -1.89], [2.08, -2.39, -2.11]], "mulliken_charge": [0.361, -1.363, 0.652, -0.966, -1.286, -0.724, 0.238, 1.333, 0.078, -0.697, -1.602, -1.023, 0.347, 1.645, 0.292, -0.643, -1.394, -0.992, 0.608, -1.180, 0.783, 0.520, -0.136, 0.457, 0.638, 0.506, 0.528, 0.607, 0.500, 0.612, 0.557, 0.490, 0.582, 0.645, 0.173, 0.071, -1.543, 2.077, -1.611, -1.836, -0.609, 1.670, -1.706, -1.757, -1.514, 1.923, -2.308, -1.892, -1.631, 0.490, 0.300, 0.057, 0.600, 0.021, 0.253, 0.540, 0.281, 0.360, 0.270, 0.301, 0.547, 0.379, 0.526, 0.225, 0.264, 0.212, 0.589, 0.325, 0.910, 0.531, 0.375, 0.551, 0.285, 0.115, 0.282, 0.492, -0.832, 0.053, -0.424, -0.751, 1.303, -0.685, -1.114, -0.944, -0.952, 1.113, 0.359, 0.360, 0.371, 0.358, 0.249, 0.150, 0.431, 0.562, -0.253, 0.486, 0.482, 0.469, 0.646]}